Entry from the OMol25 dataset: C5H10O4Tb as an isolated structure (ωB97M-V/def2-TZVPD).

- molar mass (g/mol) = 293.056
- total energy (a.u.) = -1321.6051
- total charge = +1
- gap between HOMO and LUMO (spin up / spin down) (eV) = 7.51 / 8.12
- strongest force on any atom (eV Å⁻¹) = 5.60
- spin multiplicity = 7

XYZ file:
```
20
Properties=species:S:1:pos:R:3:forces:R:3
O 0.482 -1.878 -4.295 0.5 0.1 0.1
C -0.727 -2.154 -4.763 -1.9 -0.8 -0.7
C -1.836 -2.148 -3.990 -0.8 0.0 -0.9
O -0.240 -2.442 -0.273 1.0 1.4 -2.2
C -2.439 -1.229 -1.337 -2.5 1.9 -4.6
C -1.781 0.051 -0.858 1.3 -0.8 1.6
O -0.595 0.355 -1.602 -0.3 0.1 -0.3
C -0.605 1.597 -2.299 0.1 0.8 -0.2
H -0.797 -2.567 -5.779 0.0 0.5 0.3
H -2.837 -2.435 -4.316 0.4 0.1 0.0
H -3.166 -1.612 -0.606 1.4 -1.6 -0.1
H -3.131 -0.850 -2.109 -0.2 -0.1 0.4
H -2.491 0.887 -0.888 0.1 -0.2 -0.2
H -1.419 -0.081 0.169 -0.4 0.1 -0.2
H 0.108 1.500 -3.124 -0.2 0.2 0.0
H -1.612 1.808 -2.686 0.4 -0.1 0.0
H -0.277 2.394 -1.618 -0.1 -0.1 -0.3
Tb 0.547 -1.478 -2.309 0.0 -1.5 3.3
O -1.631 -2.047 -2.625 1.1 0.2 3.7
H -0.021 -1.832 0.443 0.1 -0.4 0.2
```
Forces are in eV/Å.

Löwdin atomic charge list, values in e, 4 entries: O -0.33; C -0.26; C -0.15; O -0.45